8
Properties=species:S:1:pos:R:3:forces:R:3:mulliken_charge:R:1 method="wB97M-V/def2-TZVPD" e_homo_ev=-8.6 largest_force_ev_per_a=1.91 e_above_lowest_kj_mol=6.5 smiles=N#N.NN gap_ev=9.9934 e_lumo_ev=1.43
N 2.667322 -0.509660 -0.347596 0.2013 1.3444 1.3246 0.025
N 2.740065 0.284226 0.413401 -0.0486 -1.3920 -1.3139 -0.039
N -0.590265 0.604160 -0.350833 0.4295 0.6790 0.5478 -0.447
N -1.251411 -0.532964 0.304928 -0.0136 0.0703 -0.0204 -0.464
H -0.785919 1.433548 0.237824 -0.3920 -0.6388 -0.3564 0.269
H 0.389084 0.498710 -0.098503 -0.0274 -0.2494 -0.2802 0.182
H -0.941631 -1.364466 -0.207826 -0.1774 0.4140 0.0902 0.236
H -2.227243 -0.413553 0.048606 0.0282 -0.2275 0.0084 0.237